Record 1
Molecular formula: C23H41BrP2Pb
Method: DFT, wB97M-V/def2-TZVPD

Output
net charge = +2
LUMO = -7.00 eV
HOMO-LUMO gap = 0.2489 Ha
strongest force on any atom = 3.40 eV/A
E_HOMO = -13.77 eV

Atoms and positions in Å:
H1 6.2031 -4.7035 2.7040
H2 -3.1781 0.4179 1.3715
Pb1 0.0514 -0.0337 0.1276
H3 -0.1733 0.2335 -4.2431
H4 5.1200 -3.3257 2.7369
C1 0.3731 -0.0227 -3.3254
H5 7.3747 -2.6710 3.3736
H6 0.7869 3.3650 -0.8848
C2 -2.1752 0.4047 -0.5125
H7 -4.2286 0.3945 -0.0660
H8 3.7522 1.1561 2.2176
C3 7.0412 -1.0725 0.4120
C4 7.1723 -2.8052 2.2936
H9 -1.2025 -2.2886 -2.5238
C5 6.9161 -1.4573 1.6875
H10 3.6037 1.4346 -1.0694
C6 -2.0111 -1.7402 -2.0305
H11 -1.9001 2.3832 1.5320
C7 0.5260 2.7852 -1.7779
H12 1.4475 2.4218 -2.2430
C8 7.4891 -1.8493 -0.7895
H13 2.3430 -3.7750 -0.6159
H14 2.2178 -1.3749 2.3362
H15 8.0673 -3.2812 1.8782
C9 1.5411 -3.1061 -0.9634
P1 0.9662 -2.2033 0.4210
C10 -1.7468 2.7737 0.5176
C11 2.7935 1.4622 1.7708
H16 -0.6594 -3.8170 0.9482
H17 -0.3295 -2.7507 2.3436
H18 2.9229 2.4433 1.2843
C12 5.4709 -4.0736 0.7938
H19 3.3860 -1.9588 1.0846
C13 7.4516 -3.3933 -0.6817
C14 2.4237 -1.4295 1.2542
C15 -1.5719 -0.3981 -1.5879
H20 0.5726 -1.1004 -3.3392
H21 6.8472 -1.5488 -1.6358
Br1 -0.5542 0.1568 2.6279
C16 -3.2978 0.0058 0.3639
C17 -0.4634 0.3817 -2.1716
P2 2.3602 0.2826 0.5615
H22 2.0242 1.5557 2.5489
H23 -2.8228 -1.6056 -2.7568
H24 -2.6620 3.2840 0.1970
H25 8.1935 -3.7333 0.0493
H26 7.7838 -3.7940 -1.6585
C18 0.1315 -3.2862 1.5037
C19 -1.4572 1.6861 -0.4416
H27 4.4699 0.0179 -0.4002
H28 0.7145 -3.7212 -1.3571
H29 0.0285 3.4571 -2.4893
C20 -0.4076 1.6784 -1.4717
H30 3.2012 -0.2006 -1.6512
C21 5.9634 -3.7649 2.1762
H31 5.5065 -4.2268 -1.2798
H32 1.3309 0.5069 -3.3412
C22 3.4964 0.3796 -0.7659
H33 1.9190 -2.4786 -1.7822
H34 8.5078 -1.5384 -1.0759
H35 -0.9350 3.5066 0.5557
H36 6.5590 -0.6958 2.3994
C23 6.0826 -3.9319 -0.3880
H37 4.4595 -4.5009 0.7754
H38 -3.3865 -1.0834 0.4505
H39 0.8613 -4.0224 1.8751
H40 6.8057 -0.0226 0.1901
H41 -2.3923 -2.3463 -1.2001

Record 2
Molecular formula: C38H29IN9O7ReS2
Method: DFT, wB97M-V/def2-TZVPD

Output
spin multiplicity = 4
net charge = +1
LUMO (spin up / spin down) = -2.67 / -4.27 eV
expectation value of S² = 3.78
HOMO-LUMO gap (spin up / spin down) = 0.2988 / 0.2518 Ha
strongest force on any atom = 0.52 eV/A
E_HOMO (spin up / spin down) = -10.80 / -11.12 eV

Atoms and positions in Å:
C1 0.7954 -3.8908 -0.1217
C2 -3.5800 2.0801 1.8539
I1 3.6489 -2.5218 0.3136
H1 0.1771 -0.4783 -5.6785
C3 0.8689 3.9838 0.1339
H2 -0.0940 5.3257 -4.7274
H3 0.6353 -1.4539 6.0558
O1 0.8167 -3.1273 4.5522
C4 -0.8765 3.5522 -3.8144
C5 1.5016 1.7887 5.6763
N1 -3.1692 -0.8413 0.2419
C6 1.8532 -4.7838 -0.4814
H4 -0.7946 -0.0242 2.2859
C7 1.9678 1.7286 4.3692
C8 0.3380 2.6836 -0.2556
H5 -3.3333 0.4258 3.2103
C9 3.2129 -4.4113 -0.4662
N2 -2.7015 -0.1969 1.3392
O2 1.5048 0.0010 1.1688
C10 1.4765 -0.6316 4.2852
C11 1.9731 -1.7038 -2.6753
H6 0.9134 4.6393 -0.7354
S1 1.5421 -2.3048 3.6404
C12 -1.5511 4.2573 -2.7265
C13 3.9332 -6.5560 -1.2259
N3 -0.0892 1.6687 -0.5800
N4 -0.9955 -1.2299 0.5183
H7 2.3388 2.6176 3.8810
H8 -3.5856 5.8832 1.1255
C14 -3.6030 0.6014 2.1696
H9 2.8636 -2.2757 -2.4871
H10 -1.5237 1.6464 -3.1089
H11 -4.4070 5.0265 3.3077
C15 1.5769 -6.1188 -0.8689
N5 1.6439 -1.2790 -3.8606
O3 2.6271 2.0664 1.6757
C16 -4.0513 4.3381 2.5532
C17 -4.0324 2.9764 2.8167
C18 0.5480 2.1475 -5.7362
O4 -2.2158 3.5098 -1.8131
C19 2.6380 -6.9802 -1.2432
O5 3.8170 -0.0717 1.8743
H12 -0.7420 -0.2217 -1.9705
C20 -0.7673 -5.7430 -0.4676
H13 5.2661 -4.9138 -0.7614
C21 -2.1208 -1.4574 -0.2232
C22 -0.1246 4.2448 -4.7600
H14 2.3987 -7.9940 -1.5387
N6 -2.1892 5.6115 -1.1892
H15 -1.7900 -6.0951 -0.4346
C23 1.9618 0.5344 3.6630
H16 1.5283 2.7295 6.2095
C24 -1.4096 -0.4219 1.4955
N7 1.0573 -1.3710 -1.7077
C25 -0.2052 1.4574 -4.7962
C26 -0.4833 -4.4097 -0.1056
Re1 1.0396 -1.8736 0.3913
C27 -3.1455 2.5572 0.6289
C28 0.1277 -0.6955 -2.3844
H17 4.7373 -7.2233 -1.5039
C29 0.5780 3.5376 -5.7211
C30 -3.5993 4.8222 1.3361
H18 -4.5936 0.1806 2.0043
H19 -1.3186 -3.8031 0.2190
O6 0.7247 -2.2396 2.3265
H20 -1.3007 -0.3876 -4.7176
N8 -1.5256 5.5047 -2.4087
H21 -2.7727 1.8798 -0.1268
H22 1.1620 4.0698 -6.4594
H23 0.6356 0.6831 7.2954
C31 1.0008 -0.5523 5.5865
S2 2.5907 0.6692 1.9924
C32 4.2355 -5.2400 -0.8157
H24 -2.1510 -2.0974 -1.0894
C33 -2.5599 4.4194 -0.8724
C34 -3.1419 3.9273 0.3756
H25 -4.3691 2.6113 3.7803
N9 0.4630 -0.6507 -3.6602
H26 1.8628 3.8452 0.5547
C35 -0.9262 2.1661 -3.8474
H27 1.1134 1.6022 -6.4822
O7 2.9166 -2.5941 3.3676
C36 1.0081 0.6510 6.2804
C37 0.2375 -6.5756 -0.8563
H28 0.0319 -7.5987 -1.1453
H29 0.2180 4.4351 0.8823
C38 -0.2675 -0.0474 -4.7858

Record 3
Molecular formula: C3H3FO2
Method: DFT, wB97M-V/def2-TZVPD

Output
net charge = 0
LUMO = 0.83 eV
SMILES = O=C(F)[C@@H]1CO1
HOMO-LUMO gap = 0.4369 Ha
strongest force on any atom = 4.33 eV/A
E_HOMO = -11.05 eV

Atoms and positions in Å:
C1 -0.4368 0.4906 -1.2189
O1 0.6686 0.6841 0.9334
F1 -1.4340 1.1600 -0.5578
H1 0.6332 -1.2761 1.6379
C2 -0.0293 -0.5201 1.0997
H2 1.4240 -0.6371 -0.5457
O2 -0.3876 0.4550 -2.4045
C3 0.5889 -0.1228 -0.1537
H3 -1.0268 -0.2335 1.2096

Record 4
Molecular formula: C2H5F2N
Method: DFT, wB97M-V/def2-TZVPD

Output
net charge = 0
LUMO = -0.31 eV
HOMO-LUMO gap = 0.3412 Ha
strongest force on any atom = 5.37 eV/A
E_HOMO = -9.59 eV

Atoms and positions in Å:
F1 0.9759 -0.8994 -1.1525
H1 0.6827 1.4283 1.2488
H2 -1.8496 -1.5556 -0.0730
H3 -0.4159 0.3496 -1.7061
N1 -1.2335 -0.3732 0.7723
C1 0.3707 0.4343 -0.9455
F2 1.1980 1.5776 -1.1763
H4 1.3652 -0.4623 0.7877
H5 -1.3692 -0.7413 1.7286
C2 0.2756 0.2420 0.5160

Record 5
Molecular formula: C4H12
Method: DFT, wB97M-V/def2-TZVPD

Output
net charge = 0
LUMO = 1.13 eV
SMILES = CC.CC
HOMO-LUMO gap = 0.4720 Ha
strongest force on any atom = 1.40 eV/A
E_HOMO = -11.72 eV

Atoms and positions in Å:
H1 3.0666 -1.2924 1.8187
C1 1.3711 0.0335 1.8130
H2 1.8297 0.3858 2.7383
H3 -0.8358 0.8792 -0.3641
H4 -1.1766 1.9235 -1.7645
H5 -2.7831 0.1918 -2.6748
C2 2.1970 -1.1090 1.2004
H6 -2.3684 -0.8378 -1.2465
H7 -0.2858 0.4331 -1.9864
H8 1.5698 -1.9846 1.0413
H9 2.5169 -0.9265 0.1734
C3 -1.0968 0.8919 -1.4190
H10 0.3885 -0.3421 2.1039
H11 1.1966 0.9308 1.2212
C4 -2.4276 0.1689 -1.6532
H12 -3.1622 0.6536 -1.0016

Record 6
Molecular formula: C8H25BrClKNNaO5P2Si
Method: DFT, wB97M-V/def2-TZVPD

Output
net charge = 0
LUMO = -2.51 eV
HOMO-LUMO gap = 0.0303 Ha
strongest force on any atom = 12.81 eV/A
E_HOMO = -3.34 eV

Atoms and positions in Å:
K1 -9.2016 1.0781 0.0741
Cl1 7.5984 1.5144 -2.6940
H1 3.8630 0.7367 0.5024
H2 3.2970 4.3976 -0.9777
H3 -4.4066 -3.2089 -1.2094
Si1 0.7710 -0.6103 0.8348
O1 -6.4618 0.0372 0.9476
P1 2.7290 -1.5390 1.1875
O2 -5.8040 -2.0988 -0.2119
C1 3.6442 3.3864 -0.7601
H4 5.2256 2.1130 -1.3772
H5 -4.5987 -3.6375 0.5120
N1 4.8257 3.0352 -1.5106
C2 4.1902 -0.3729 0.7975
H6 4.8153 -0.2550 1.8029
H7 -2.8178 -1.7340 1.6991
C3 -7.8297 -0.2923 1.0530
H8 5.0282 5.7819 -1.7761
H9 2.8585 2.6695 -1.0100
Na1 4.0205 -3.2800 2.3696
H10 0.6861 0.7366 1.4455
C4 -2.8208 -1.1670 0.7647
C5 -5.1242 -3.3211 -0.3929
C6 5.5108 3.7957 -2.4112
O3 -4.0320 -0.4668 0.5910
C7 5.0105 5.1854 -2.6923
H11 2.0218 -3.9457 0.7654
H12 5.6598 5.6650 -3.4294
C8 2.9020 -3.2541 0.3666
H13 -2.6588 -1.8418 -0.0787
O4 6.5073 3.3361 -2.9656
H14 4.9014 -0.8206 -0.0313
H15 -0.2795 -1.4548 1.4419
H16 3.9222 -3.7622 0.7126
O5 -5.3687 -1.8779 2.3636
Br1 -1.9016 -2.4886 3.0875
H17 -2.0011 -0.4444 0.7933
H18 3.8812 3.3033 0.3033
H19 -5.8493 -4.0921 -0.6652
H20 0.4333 -0.4261 -0.5816
H21 -8.4016 0.6270 1.2021
P2 -5.4048 -1.1736 1.0446
H22 -8.1659 -0.7675 0.1277
H23 3.9970 5.1428 -3.1004
H24 2.8350 -3.2478 -0.8143
H25 -8.0061 -0.9609 1.8997

Record 7
Molecular formula: C21H32N2O5
Method: DFT, wB97M-V/def2-TZVPD

Output
net charge = 0
LUMO = 0.70 eV
SMILES = CCCCCOc1ccc(C(=O)NCCC(=O)NCCCC(=O)OCC)cc1
HOMO-LUMO gap = 0.3452 Ha
strongest force on any atom = 0.69 eV/A
E_HOMO = -8.69 eV

Atoms and positions in Å:
C1 -5.8997 2.6928 2.6146
H1 4.3268 -0.9784 -3.3279
C2 2.3570 -2.5344 -0.1599
C3 -4.0668 2.4069 -0.0728
H2 3.0113 -2.8843 0.6228
C4 4.6901 -3.0624 -2.9065
C5 -2.8937 0.4427 -1.0889
H3 -3.2598 3.1645 1.6354
O1 4.0697 -3.0858 -1.6371
C6 -5.2924 3.6810 1.6109
H4 7.0878 -1.7988 -2.3284
H5 5.5985 -1.7195 -4.3077
H6 2.2902 -2.1981 -3.5346
C7 1.9797 -2.1521 -2.5024
C8 7.7041 0.7997 -1.6813
H7 -5.9991 3.8369 0.7922
H8 0.7326 -2.0300 1.1363
O2 -5.0454 2.2389 -0.7710
H9 -5.5642 1.9298 4.6007
C9 -4.9784 2.3943 3.8074
C10 0.7172 -1.6681 -2.2094
H10 7.3038 0.8085 -0.6699
H11 8.0060 1.8119 -1.9401
O3 -1.6670 -1.4917 0.4795
H12 -2.1497 1.6417 0.5476
H13 -6.1385 1.7615 2.0982
H14 5.5473 -3.7331 -2.7991
H15 -2.1512 2.4741 -1.0182
O4 -4.2883 0.1800 3.4886
H16 5.7973 -1.1543 -1.3139
N1 -4.0650 3.1944 1.0258
H17 -6.8313 3.1204 2.9887
H18 0.0777 -1.3705 -3.0283
H19 -3.4493 0.5908 -2.0175
C11 -1.0877 -1.1052 -0.5210
H20 8.5870 0.1644 -1.6937
H21 -4.5337 3.3197 4.1771
H22 -5.0881 4.6374 2.0998
C12 -2.4006 -1.1723 4.2568
H23 -2.9390 -1.4536 5.1593
C13 6.2185 -1.1372 -2.3212
H24 7.0728 0.2994 -3.6750
C14 -2.7100 1.7865 -0.3774
H25 -3.4596 -0.2351 -0.4456
C15 -3.3702 -0.8630 3.1275
H26 5.7911 0.9451 -2.6499
C16 2.8203 -2.5827 -1.4787
C17 -3.8682 1.4319 3.4299
C18 5.1751 -1.6657 -3.3028
C19 1.0975 -2.0606 0.1211
H27 -1.7826 -0.3029 4.4681
H28 -4.0034 -1.7237 2.9080
H29 4.0236 -3.4762 -3.6734
C20 6.6601 0.2831 -2.6634
O5 -2.7544 1.7702 3.1019
N2 -1.6327 -0.1992 -1.3706
H30 -1.7588 -1.9928 3.9512
C21 0.2623 -1.6032 -0.8982
H31 -2.8185 -0.5790 2.2278
H32 -1.0579 0.2054 -2.0915

Let's list calculated total energy in order: -118366.091 -99516.234 -9970.288 -9073.834 -4342.261 -150181.394 -35515.896 eV.